No. 1
The following is a quantum chemistry calculation of a 2-piece molecular cluster, C22H27N2O2 overall, from the OMol25 dataset.

Structure (XYZ):
```
53
Properties=species:S:1:pos:R:3:mulliken_charge:R:1
O -4.90 1.97 1.95 -0.501
O 5.14 2.05 1.38 -0.504
N -2.58 -1.97 -1.32 -0.359
N 0.24 -0.79 -1.42 0.056
C -3.56 0.14 1.42 0.888
C 3.86 1.62 1.26 -0.045
C 1.38 0.46 0.87 0.724
C -2.48 2.29 1.96 -1.300
C -1.57 -2.30 -2.30 -1.292
C 5.96 0.87 1.75 -0.344
C 5.03 -0.35 1.82 -0.586
C -4.96 -0.39 1.36 -0.460
C -5.81 0.84 1.68 -0.364
C -1.16 0.39 1.13 0.567
C 0.32 -1.48 -3.72 -0.742
C 2.80 2.44 0.83 -1.628
C 0.09 -0.20 0.59 -0.448
C 1.63 -0.74 -3.41 -0.705
C 1.58 1.84 0.61 -0.176
C 2.44 -0.34 1.34 -0.353
C -0.62 -1.15 -2.55 0.105
C -2.33 -0.39 1.08 -0.663
C 3.69 0.24 1.51 0.737
C -1.26 1.69 1.71 -0.531
C 1.58 -0.41 -1.92 -0.198
C -3.63 1.50 1.81 0.131
H -3.22 -2.75 -1.16 0.235
H 0.11 -1.29 0.69 0.436
H 6.43 1.09 2.72 0.271
H -0.18 0.06 -1.02 0.025
H -2.27 -1.43 0.73 0.377
H 0.75 2.43 0.23 0.707
H -5.13 -1.18 2.09 0.294
H -6.43 0.70 2.58 0.265
H 0.52 -2.56 -3.74 0.341
H 2.28 -1.40 1.54 0.395
H 2.51 -1.34 -3.65 0.340
H 2.97 3.50 0.68 0.425
H 2.38 -0.94 -1.38 0.247
H -0.13 -1.19 -4.67 0.363
H 5.06 -0.81 2.81 0.290
H -1.00 -3.18 -1.97 0.395
H 5.33 -1.10 1.09 0.236
H -0.36 2.24 1.96 0.746
H 6.74 0.76 0.99 0.296
H -2.04 -2.55 -3.27 0.360
H -6.47 1.13 0.86 0.301
H -5.21 -0.78 0.37 0.193
H -3.12 -1.16 -1.60 0.217
H -1.21 -0.25 -2.79 0.376
H -2.58 3.32 2.27 0.456
H 1.67 0.19 -3.99 0.276
H 1.74 0.66 -1.75 0.133
```

* charge: +1
* E_tot: -1114.1966 Eh
* orbital gap: 6.8 eV
* HOMO: -11.1 eV
* relative energy (zero: lowest compared OMol25 entry of this formula, charge and spin): 34.84 kcal/mol


No. 2
The following is a quantum chemistry calculation of C22H27N3O2 in the gas phase, from the OMol25 dataset.

Structure (XYZ):
```
54
Properties=species:S:1:pos:R:3:mulliken_charge:R:1
O -4.18 0.13 2.28 -0.690
O 0.97 -1.79 2.27 -0.696
N -2.50 1.10 1.10 0.200
N -4.37 0.17 0.03 -0.051
N 2.55 -0.61 1.21 0.368
C 3.05 0.56 0.52 -0.650
C -1.63 1.01 -0.05 -0.732
C -3.70 0.46 1.21 0.379
C 5.22 -2.41 -0.29 -0.359
C -1.80 1.44 2.32 -1.159
C 3.61 1.61 1.48 -1.179
C -0.69 0.43 2.63 -0.914
C -5.49 1.24 -3.29 -0.526
C 3.90 -2.32 0.11 0.521
C 0.28 0.34 1.45 0.634
C -5.12 2.58 -3.31 -0.473
C -4.25 2.35 -1.08 0.188
C 1.29 -0.77 1.70 -0.038
C 2.91 -2.83 -0.72 -0.172
C 5.56 -3.00 -1.49 -0.598
C -5.24 0.46 -2.18 -0.481
C 3.52 -1.67 1.42 -1.226
C 4.56 -3.51 -2.32 -0.387
C -4.51 3.12 -2.19 -0.767
C 3.24 -3.42 -1.92 -0.685
C -4.60 1.00 -1.07 0.195
C -0.52 -0.02 0.19 -0.846
H 3.04 -2.40 2.07 0.429
H -2.20 0.73 -0.93 0.549
H 1.87 -2.77 -0.40 0.430
H -5.99 0.81 -4.15 0.375
H -1.37 2.44 2.20 0.311
H -5.08 -0.53 0.18 0.296
H 4.82 -3.97 -3.26 0.377
H 6.00 -2.02 0.35 0.343
H -1.13 -0.56 2.81 0.287
H 4.43 1.19 2.06 0.343
H 2.85 1.95 2.17 0.263
H -5.53 -0.58 -2.17 0.391
H -1.19 2.00 -0.23 0.225
H 2.27 1.00 -0.11 0.299
H -0.16 0.73 3.53 0.455
H -4.23 4.17 -2.19 0.372
H 4.40 -1.27 1.92 0.365
H -2.53 1.45 3.13 0.613
H -0.96 -1.00 0.32 0.318
H 2.46 -3.81 -2.56 0.388
H -3.80 2.79 -0.20 0.408
H 0.13 -0.05 -0.69 0.389
H 0.76 1.31 1.32 0.265
H 3.99 2.46 0.92 0.393
H -5.32 3.19 -4.17 0.383
H 6.59 -3.07 -1.79 0.377
H 3.84 0.22 -0.16 0.498
```

* E_tot: -1169.3348 Eh
* orbital gap: 9.1 eV
* HOMO: -8.4 eV
* SMILES: CCN(Cc1ccccc1)C(=O)C1CCN(C(=O)Nc2ccccc2)CC1
* relative energy (zero: lowest compared OMol25 entry of this formula, charge and spin): 11.75 kcal/mol


No. 3
The following is a quantum chemistry calculation of C22H27N3O3 in the gas phase, from the OMol25 dataset.

Structure (XYZ):
```
55
Properties=species:S:1:pos:R:3:mulliken_charge:R:1
O -2.29 -0.53 3.54 -0.666
O 6.32 -1.17 0.62 -0.398
O 1.30 1.98 -1.06 -0.447
N -2.92 -1.86 1.87 0.106
N 3.66 -0.07 0.43 0.222
N -3.29 -2.28 0.62 -0.861
C -3.44 -2.36 -1.72 -0.877
C 2.47 1.98 -0.28 -0.908
C -4.44 1.80 0.11 -0.746
C -4.84 -1.78 -1.94 -1.069
C -2.36 2.76 0.80 -0.531
C 3.97 -1.43 0.04 -0.737
C 3.46 0.86 -0.67 -0.660
C 0.36 1.01 -0.87 0.775
C -4.17 0.66 0.85 0.207
C 4.62 0.39 1.42 -0.804
C 5.43 -1.59 -0.39 -0.546
C -3.53 2.84 0.08 -0.504
C -2.08 1.63 1.54 -0.571
C -1.81 0.22 -1.53 -0.551
C 6.07 0.18 0.98 -0.544
C -0.57 -0.95 0.15 -0.605
C -1.73 -0.82 -0.61 0.697
C -2.82 -1.81 -0.46 0.286
C -2.97 0.56 1.55 0.412
C -0.79 1.13 -1.66 -1.113
C 0.47 -0.05 0.02 -0.400
C -2.67 -0.62 2.39 0.007
H -5.38 1.88 -0.43 0.444
H 2.22 1.88 0.79 0.482
H -4.89 -0.15 0.88 0.529
H -1.17 1.55 2.12 0.495
H -2.80 -2.13 -2.57 0.365
H 6.76 0.40 1.79 0.381
H -0.46 -1.77 0.84 0.455
H -3.52 -3.44 -1.62 0.378
H 4.45 1.44 1.64 0.390
H -1.65 3.58 0.79 0.414
H 3.30 -1.75 -0.75 0.369
H 4.40 1.32 -1.02 0.406
H 5.62 -1.02 -1.31 0.326
H -3.75 3.73 -0.50 0.420
H -4.81 -0.70 -2.02 0.212
H -2.70 0.33 -2.14 0.324
H 4.44 -0.19 2.33 0.373
H 2.91 2.96 -0.45 0.324
H -5.48 -2.04 -1.10 0.297
H -2.95 -2.61 2.55 0.262
H 1.37 -0.19 0.61 0.714
H 6.31 0.83 0.12 0.302
H -0.86 1.95 -2.35 0.474
H 3.80 -2.06 0.92 0.361
H -5.27 -2.18 -2.85 0.415
H 3.03 0.31 -1.51 0.543
H 5.67 -2.64 -0.58 0.370
```

* E_tot: -1244.4611 Eh
* orbital gap: 8.8 eV
* HOMO: -8.2 eV
* SMILES: CC/C(=N/NC(=O)c1ccccc1)c1ccc(OCCN2CCOCC2)cc1
* relative energy (zero: lowest compared OMol25 entry of this formula, charge and spin): 109.28 kcal/mol


No. 4
The following is a quantum chemistry calculation of C22H27N3O3 in the gas phase, from the OMol25 dataset.

Structure (XYZ):
```
55
Properties=species:S:1:pos:R:3:mulliken_charge:R:1
O 2.59 -2.90 -0.26 -0.338
O 1.05 -0.23 -3.75 -0.688
O 2.52 -4.67 -2.50 -0.439
N -0.96 0.36 -0.86 0.174
N -1.87 1.89 1.42 0.115
N 1.41 -0.64 -1.55 0.035
C 2.41 -6.50 -0.99 -0.692
C 0.64 -0.31 -2.61 0.576
C 2.47 -5.13 -1.20 0.520
C 2.47 -4.26 -0.11 0.464
C -2.49 5.41 1.00 -0.397
C -2.30 0.17 -0.33 -0.651
C 2.33 -7.00 0.30 -0.470
C -2.00 4.27 3.05 -0.210
C -1.69 6.64 2.89 -0.382
C -2.31 0.53 1.16 -1.144
C 2.29 -6.14 1.38 -0.474
C -2.44 4.23 1.73 0.280
C -0.57 2.11 0.80 -1.201
C 2.37 -4.77 1.18 -0.692
C -0.55 1.74 -0.69 -0.415
C 2.24 -3.30 -2.61 -0.609
C 2.79 -0.99 -1.67 -1.279
C -1.63 5.47 3.62 -0.594
C -2.13 6.61 1.58 -0.607
C -2.85 2.92 1.12 -0.593
C 3.01 -2.51 -1.55 0.354
C -0.82 -0.07 -2.24 -0.897
H -3.31 0.39 1.57 0.468
H -1.25 0.64 -2.96 0.323
H 2.43 -7.15 -1.85 0.432
H -0.29 3.15 0.93 0.439
H -1.21 2.42 -1.26 0.310
H 0.46 1.86 -1.08 0.439
H 1.16 -3.13 -2.47 0.334
H -1.62 -0.14 1.68 0.370
H -1.34 -1.03 -2.37 0.381
H -2.58 -0.88 -0.45 0.516
H -2.83 5.39 -0.03 0.341
H 0.15 1.48 1.32 0.344
H 2.28 -8.07 0.45 0.379
H 2.21 -6.53 2.38 0.376
H 0.95 -0.73 -0.66 0.261
H 4.09 -2.73 -1.67 0.350
H 2.53 -3.00 -3.62 0.345
H -3.80 2.60 1.57 0.420
H -1.29 5.49 4.65 0.378
H -1.40 7.58 3.34 0.378
H -1.95 3.35 3.61 0.392
H 2.36 -4.08 2.00 0.410
H -3.04 0.78 -0.88 0.291
H 3.37 -0.49 -0.89 0.369
H -2.17 7.52 1.00 0.379
H 3.13 -0.66 -2.66 0.539
H -3.03 3.05 0.04 0.294
```

* E_tot: -1244.5216 Eh
* orbital gap: 9.1 eV
* HOMO: -8.4 eV
* SMILES: O=C(CN1CCN(Cc2ccccc2)CC1)NC[C@@H]1COc2ccccc2O1
* relative energy (zero: lowest compared OMol25 entry of this formula, charge and spin): 71.36 kcal/mol


| no. | lowest unoccupied orbital energy (eV) | largest force on an atom (eV/Å) |
| --- | --- | --- |
| 1 | -4.279 | 5.126 |
| 2 | 0.631 | 0.550 |
| 3 | 0.649 | 0.939 |
| 4 | 0.680 | 0.676 |